{
  "formula": "C8H6S4",
  "method": "the ωB97M-V functional and the def2-TZVPD basis",
  "elements": ["C", "C", "S", "C", "S", "S", "C", "C", "C", "C", "S", "C", "H", "H", "H", "H", "H", "H"],
  "coordinates": [[-2.4631, 1.0735, -0.6720], [-3.4411, 0.4280, 0.0727], [-3.0414, -1.3130, 0.3627], [-1.5064, -1.1448, -0.4301], [-0.4675, -2.4086, -1.0375], [0.7563, -2.5604, 0.7620], [1.7055, -1.1781, 0.5750], [1.6261, -0.1495, 1.4019], [2.3656, 1.0025, 0.6564], [3.0812, 0.5797, -0.5250], [2.7934, -1.0669, -0.8334], [-1.3087, 0.1140, -0.8398], [-2.3730, 2.1426, -0.6962], [-4.2323, 1.0204, 0.5182], [0.9353, -0.2029, 2.2644], [2.3222, 2.0784, 0.9959], [3.6601, 1.2706, -1.2757], [-0.4123, 0.3146, -1.2994]],
  "forces_ev_per_a": [[1.48, -3.30, 2.22], [1.69, -0.20, -0.88], [-0.80, 1.60, -0.19], [-0.97, -0.06, -0.38], [0.47, -0.21, 1.95], [-1.15, -2.16, -0.87], [1.13, -1.32, -1.65], [1.22, 3.70, -2.05], [0.66, -0.68, -0.06], [-1.20, 2.61, 1.81], [-0.71, -0.03, 0.94], [-2.90, 2.10, 0.01], [-0.13, 0.22, -0.53], [-0.31, -0.80, 0.13], [0.71, 0.70, -0.62], [0.24, -1.47, -0.40], [-1.26, -1.56, 1.81], [1.83, 0.87, -1.23]],
  "nbo_charge": [-0.267, -0.354, 0.406, -0.439, 0.188, 0.186, -0.431, -0.240, -0.252, -0.456, 0.445, -0.220, 0.229, 0.238, 0.255, 0.228, 0.264, 0.221],
  "largest_force_ev_per_a": 4.40,
  "homo_ha": -0.30978,
  "gap_ev": 8.26,
  "relative_energy_kcal_mol": 17.20,
  "molar_mass_da": 230.404,
  "smiles": "c1csc(SSc2cccs2)c1"
}

{
  "formula": "C8H78BINO32",
  "method": "the ωB97M-V functional and the def2-TZVPD basis",
  "elements": ["C", "O", "B", "O", "C", "C", "C", "N", "C", "C", "C", "I", "C", "H", "H", "H", "H", "H", "H", "H", "H", "H", "H", "H", "H", "H", "H", "H", "H", "H", "H", "O", "H", "H", "O", "H", "H", "O", "H", "H", "O", "H", "H", "O", "H", "H", "O", "H", "H", "O", "H", "H", "O", "H", "H", "O", "H", "H", "O", "H", "H", "O", "H", "H", "O", "H", "H", "O", "H", "H", "O", "H", "H", "O", "H", "H", "O", "H", "H", "O", "H", "H", "O", "H", "H", "O", "H", "H", "O", "H", "H", "O", "H", "H", "O", "H", "H", "O", "H", "H", "O", "H", "H", "O", "H", "H", "O", "H", "H", "O", "H", "H", "O", "H", "H", "O", "H", "H", "O", "H", "H"],
  "coordinates": [[4.5726, -0.9258, 1.8505], [3.3461, -0.1642, 2.0562], [2.5706, -0.0647, 0.8854], [2.8850, 0.8444, -0.1514], [1.2708, -0.9770, 0.7543], [0.8895, -1.5706, -0.6528], [-0.3367, -2.4573, -0.1948], [-0.2481, -2.7304, 1.2698], [-1.1202, -1.9667, 2.2555], [-2.4365, -1.3466, 1.6706], [-2.2793, 0.1828, 1.2895], [-2.1939, 0.5499, -0.8395], [1.1617, -2.2759, 1.5957], [4.3815, -1.9456, 2.1893], [5.3272, -0.4974, 2.5305], [4.9495, -0.8963, 0.8181], [2.1447, 1.4523, -0.2030], [0.4450, -0.2373, 0.8803], [1.6788, -2.1752, -1.1174], [0.5524, -0.8265, -1.3852], [-1.3092, -2.2877, -0.6603], [-0.0488, -3.4456, -0.6356], [-0.4437, -3.7229, 1.3564], [-1.4248, -2.7118, 3.0363], [-0.5795, -1.1863, 2.8123], [-3.1684, -1.3497, 2.4824], [-2.8988, -1.9193, 0.8538], [-3.1466, 0.7297, 1.6772], [-1.3987, 0.5490, 1.8372], [1.4206, -2.2758, 2.6565], [1.7618, -3.0302, 1.0277], [3.7269, -3.5309, -0.0306], [3.6811, -2.8259, -0.6916], [4.6637, -3.7386, 0.0125], [-3.0562, 1.9040, -4.4089], [-2.2336, 1.7419, -4.8817], [-2.8896, 1.5574, -3.5257], [-5.3542, -1.8773, 2.3520], [-6.1349, -1.7530, 1.8038], [-5.1849, -2.8262, 2.3096], [-2.5386, -0.0364, 4.4258], [-2.5132, 0.9125, 4.5868], [-3.2050, -0.3577, 5.0421], [-0.9035, -5.6581, -1.4945], [-0.9396, -4.9497, -2.1430], [0.0380, -5.8846, -1.4443], [1.4119, -7.5406, -2.1251], [0.8143, -8.1873, -2.5186], [2.2637, -7.7369, -2.5223], [1.0390, 0.3770, 3.6619], [1.8747, 0.2099, 3.1957], [1.1969, 0.0606, 4.5569], [-3.9171, 4.5029, -5.8744], [-4.6924, 4.2984, -6.4092], [-3.7264, 3.6724, -5.4184], [4.2347, 1.7670, 4.0314], [4.9333, 1.4764, 4.6358], [4.0694, 1.0062, 3.4607], [6.8211, 2.5417, 5.9038], [7.2414, 2.8668, 5.0941], [6.2814, 3.2812, 6.1968], [4.8015, -2.5038, -2.3543], [4.5745, -1.7883, -2.9593], [5.7441, -2.6360, -2.4956], [-2.7199, 3.9616, -2.0012], [-3.4835, 3.7870, -2.5604], [-2.5525, 3.1260, -1.5477], [-2.5131, -0.9977, -4.2212], [-3.3287, -1.0345, -4.7315], [-2.7554, -1.3700, -3.3681], [1.8735, 3.7237, 4.0952], [1.2836, 3.0520, 3.7383], [2.7253, 3.5269, 3.6844], [1.4878, 6.3339, 2.6453], [1.6350, 5.5152, 3.1427], [0.7336, 6.7406, 3.0771], [-2.2635, 4.6194, 0.8964], [-2.9971, 5.2045, 0.6908], [-1.8757, 4.4353, 0.0380], [3.0909, 6.8388, 0.2476], [2.2615, 6.7775, -0.2302], [2.8770, 6.4931, 1.1243], [-5.5625, 6.7652, -7.2015], [-4.8943, 6.3547, -6.6384], [-5.5688, 6.2175, -7.9936], [6.0490, -3.3185, 2.8824], [6.4615, -2.9131, 3.6520], [5.4183, -3.9409, 3.2601], [5.2352, 1.0436, -2.2925], [5.3013, 1.9911, -2.1441], [4.5623, 0.7541, -1.6701], [-8.9290, 6.5287, -7.4734], [-8.9898, 7.2478, -8.1101], [-7.9856, 6.3326, -7.4351], [-3.3215, -4.0995, 3.5688], [-2.4997, -4.2658, 3.1099], [-3.1640, -4.4364, 4.4578], [6.0701, -4.9621, 5.1965], [6.8809, -5.1118, 4.6955], [6.2662, -5.3174, 6.0707], [-11.8208, 5.1552, -8.2577], [-11.7920, 4.3492, -7.7368], [-10.9883, 5.5942, -8.0553], [7.4182, 3.0953, 3.0597], [6.8164, 2.4410, 2.6913], [8.2615, 2.9126, 2.6338], [-8.6313, 5.9160, -4.5609], [-9.4572, 6.3895, -4.6852], [-8.2010, 5.9863, -5.4115], [6.6350, -2.4277, 6.9546], [7.3356, -2.7183, 7.5454], [6.4650, -3.1873, 6.3871], [-2.1406, -6.3841, 4.7185], [-1.4720, -6.7001, 5.3342], [-2.3008, -7.1355, 4.1396], [-0.4137, -9.2801, -4.2217], [-1.3533, -9.2922, -4.0179], [-0.2993, -10.0005, -4.8478], [-2.7294, 3.2238, -8.3203], [-2.7874, 3.4524, -7.3840], [-1.8008, 3.3407, -8.5378]],
  "forces_ev_per_a": [[0.34, -0.04, 1.00], [-0.30, 0.01, -1.75], [0.46, -0.06, -0.14], [-0.01, -0.98, 1.67], [0.02, 0.02, -0.96], [-1.08, 0.67, 1.06], [1.81, -2.15, -2.66], [-0.18, 1.97, 0.91], [-2.46, -0.29, 0.38], [0.60, 0.74, -0.01], [-0.30, -1.21, 1.07], [0.17, -0.03, 0.57], [0.83, -0.77, -1.73], [0.17, 0.20, -0.43], [-0.19, -0.13, -0.43], [-0.26, 0.07, 0.28], [-0.21, 0.36, -0.68], [0.20, -0.52, 0.71], [-0.28, 0.07, 0.32], [0.18, -0.07, 0.35], [0.04, 0.60, 0.89], [-0.58, 0.49, 0.45], [0.38, -0.05, 0.38], [0.37, 0.65, -0.74], [0.24, -0.33, -0.61], [0.26, -0.11, -0.18], [0.30, 0.02, 0.29], [0.23, -0.09, -0.47], [-0.16, 0.29, -0.71], [-0.48, 0.09, -0.20], [0.22, 0.62, 0.95], [-0.50, 0.24, 0.32], [0.39, -0.36, -0.17], [0.09, -0.06, 0.00], [-0.10, 0.30, -0.11], [0.03, -0.13, -0.02], [-0.07, -0.03, -0.17], [-0.13, -0.12, -0.20], [-0.08, 0.09, 0.06], [0.09, -0.02, 0.24], [0.03, 0.08, 0.06], [0.08, 0.05, 0.00], [-0.05, -0.09, -0.03], [0.24, 0.34, 0.36], [-0.07, -0.12, -0.21], [-0.07, -0.38, -0.23], [-0.09, 0.08, 0.13], [-0.13, -0.03, -0.17], [0.09, 0.05, 0.00], [-0.03, -0.17, -0.35], [-0.03, 0.06, 0.43], [-0.01, 0.18, 0.13], [0.00, -0.18, -0.21], [-0.06, -0.10, 0.03], [-0.02, -0.03, 0.38], [0.25, -0.31, -0.08], [0.02, 0.35, 0.15], [-0.11, 0.19, -0.03], [-0.12, -0.08, -0.14], [-0.03, -0.05, -0.11], [-0.02, 0.04, 0.10], [-0.09, 0.27, -0.16], [0.06, 0.06, -0.04], [0.05, -0.02, 0.03], [0.16, -0.10, 0.10], [-0.02, 0.12, -0.09], [-0.15, 0.09, -0.04], [0.07, -0.09, 0.19], [0.00, 0.10, -0.11], [-0.02, -0.06, 0.03], [-0.02, 0.28, -0.37], [-0.05, -0.11, 0.11], [0.14, -0.20, 0.32], [0.13, -0.27, 0.04], [-0.09, -0.08, 0.12], [-0.05, 0.14, -0.04], [0.09, -0.19, 0.28], [-0.07, 0.04, -0.04], [-0.02, 0.18, -0.17], [0.26, -0.24, -0.06], [-0.11, 0.06, 0.00], [-0.19, 0.28, 0.01], [-0.29, -0.34, -0.04], [0.06, 0.19, 0.12], [0.18, 0.12, -0.14], [0.06, -0.09, -0.10], [0.01, 0.04, 0.04], [0.04, -0.05, 0.09], [0.02, -0.20, -0.04], [0.04, 0.07, -0.05], [-0.14, 0.10, 0.14], [-0.04, -0.08, -0.14], [-0.01, 0.10, 0.04], [0.11, 0.09, -0.07], [-0.32, 0.53, -0.07], [0.07, -0.40, 0.00], [-0.03, -0.27, -0.05], [0.25, 0.12, 0.19], [-0.02, -0.06, -0.08], [-0.17, -0.19, 0.00], [-0.01, 0.04, -0.03], [-0.04, -0.07, 0.03], [0.15, 0.02, 0.05], [0.09, -0.12, 0.01], [-0.17, 0.06, 0.05], [0.08, 0.09, 0.01], [0.01, -0.18, 0.42], [-0.07, 0.04, -0.06], [0.03, 0.13, -0.16], [-0.01, -0.08, -0.08], [0.05, 0.12, 0.07], [-0.09, -0.03, -0.09], [0.26, -0.03, 0.03], [-0.01, 0.01, 0.10], [-0.15, 0.00, -0.04], [0.00, 0.04, 0.12], [-0.05, 0.06, 0.04], [0.11, -0.03, -0.03], [0.05, -0.17, 0.14], [-0.08, 0.27, -0.11], [0.03, 0.02, -0.12]],
  "mulliken_charge": [-0.686, -0.947, 0.799, -0.978, 1.634, -0.981, -0.029, 0.257, -0.780, -0.515, -1.147, 0.104, -0.924, 0.368, 0.196, 0.329, 0.255, -0.537, 0.312, 0.314, 0.598, -0.316, 0.501, 0.152, 0.285, 0.436, 0.579, 0.576, 0.437, 0.345, 0.389, -0.603, 0.250, 0.309, -0.611, 0.316, 0.130, -0.601, 0.299, 0.284, -0.521, 0.288, 0.262, -0.668, 0.340, 0.325, -0.635, 0.322, 0.307, -0.423, 0.246, 0.301, -0.659, 0.371, 0.283, -0.583, 0.379, 0.384, -0.652, 0.349, 0.327, -0.627, 0.294, 0.290, -0.654, 0.317, 0.157, -0.596, 0.332, 0.264, -0.665, 0.293, 0.286, -0.634, 0.381, 0.280, -0.614, 0.317, 0.302, -0.629, 0.295, 0.350, -0.636, 0.334, 0.329, -0.635, 0.307, 0.324, -0.672, 0.296, 0.361, -0.633, 0.320, 0.306, -0.563, 0.346, 0.288, -0.692, 0.347, 0.314, -0.638, 0.310, 0.335, -0.644, 0.317, 0.319, -0.642, 0.319, 0.325, -0.627, 0.315, 0.344, -0.570, 0.297, 0.297, -0.629, 0.316, 0.318, -0.626, 0.335, 0.307],
  "largest_force_ev_per_a": 3.87,
  "homo_ha": -0.43762,
  "gap_ev": 9.35,
  "molar_mass_da": 838.403,
  "charge": 1
}

Q: Which formula does entry 2 have?
A: C8H78BINO32